Molecular formula: C2H8N4O
Method: DFT, ωB97M-V/def2-TZVPD

The frontier orbital gap (spin up / spin down) comes out at 7.3 / 6.4 eV. The value obtained for the strongest force on any atom is 0.0710 Eh/bohr. The calculation puts the energy relative to the best compared isomer or geometry (same formula, charge and spin) at 575.83 kJ/mol.

```
15
Properties=species:S:1:pos:R:3:forces:R:3:nbo_charge:R:1
C 1.23346 0.33884 0.77492 -1.325 0.968 2.646 0.12
N -0.23521 -0.80180 -0.66324 -1.214 0.145 -0.532 -0.39
N 0.12754 -2.10898 -0.28243 0.030 -0.942 0.215 -0.69
N -1.92695 1.21394 -0.77612 0.193 -0.499 0.872 -0.80
C -1.19509 0.99221 0.38268 -0.579 0.696 -0.626 0.18
O 2.32398 -0.11962 0.09708 -0.860 -0.547 -0.723 -0.67
N -0.37698 -0.03440 0.46017 3.058 -0.679 -1.872 -0.23
H 2.30898 0.24163 -0.79680 -0.016 -0.100 -0.126 0.49
H 1.01037 -2.21251 0.21934 0.136 0.428 -0.089 0.32
H 0.23079 -2.65515 -1.13093 -0.134 0.256 0.024 0.35
H -2.80393 1.69184 -0.63232 -0.009 0.014 -0.053 0.38
H -1.99175 0.35897 -1.32606 0.111 0.018 -0.046 0.41
H 1.19162 1.43308 0.76096 0.013 -0.265 0.170 0.16
H 1.28065 -0.09369 1.76954 0.425 0.427 0.130 0.18
H -1.17748 1.75563 1.14320 0.173 0.080 0.010 0.18
```
Forces are in eV/Å.



Molecular formula: C35H26Cl5NO4P2Ti
Method: DFT, ωB97M-V/def2-TZVPD

The expectation value of S² is 2.0035. The frontier orbital gap (spin up / spin down) comes out at 6.1 / 8.5 eV. As for the spin multiplicity: 3. The value obtained for the strongest force on any atom is 0.0102 Eh/bohr. The calculation puts the energy relative to the best compared isomer or geometry (same formula, charge and spin) at 0.00 kJ/mol.

```
74
Properties=species:S:1:pos:R:3:forces:R:3:mulliken_spin:R:1
Ti -0.87056 -0.60808 0.24903 -0.066 0.155 -0.234 1.98
Cl -2.08777 1.84730 -0.23089 0.108 -0.206 -0.100 -0.01
C -1.56454 1.28682 -1.83568 -0.069 0.150 0.004 -0.01
C -0.87740 0.08693 -1.86688 -0.015 0.290 -0.098 0.03
C -0.45429 -0.28779 -3.13176 0.107 -0.188 0.192 -0.01
Cl 0.47659 -1.77092 -3.25392 0.005 -0.017 -0.083 0.00
C -0.70238 0.44388 -4.28914 -0.096 0.123 0.184 -0.01
Cl -0.14366 -0.09060 -5.82384 0.044 -0.039 -0.134 0.00
C -1.41607 1.63991 -4.18492 0.001 -0.022 0.111 0.02
Cl -1.74501 2.57547 -5.58991 -0.020 0.048 -0.082 0.00
C -1.85538 2.08203 -2.93353 0.129 -0.170 -0.244 -0.02
Cl -2.71758 3.56151 -2.79275 -0.061 0.091 0.063 0.00
O 0.42794 -2.35107 0.22704 -0.359 0.054 0.037 0.05
P 0.86775 -2.90319 1.55320 0.207 -0.364 0.318 -0.04
C 1.44004 -1.62324 2.70176 0.016 0.091 -0.037 0.02
P 1.94041 -0.13416 1.78624 0.148 0.039 0.166 -0.03
O 0.80102 0.47974 1.02501 -0.061 -0.002 0.005 -0.01
C 3.26320 -0.64919 0.68518 -0.113 0.049 -0.034 0.00
C 3.03012 -0.56562 -0.68495 -0.002 0.007 0.012 0.01
C 3.98681 -1.03416 -1.57384 0.045 -0.021 -0.013 0.00
C 5.16774 -1.58494 -1.09640 -0.049 0.022 -0.002 0.00
C 5.39800 -1.67409 0.27171 0.010 -0.005 0.030 0.00
C 4.44619 -1.20933 1.16346 0.047 -0.014 0.019 0.00
C 2.59689 0.97311 3.03940 0.060 -0.058 -0.133 0.00
C 1.86670 1.16981 4.21145 -0.024 -0.026 0.034 0.00
C 2.32359 2.07330 5.15743 0.010 0.016 0.010 0.00
C 3.49780 2.78169 4.93670 -0.007 -0.011 -0.014 0.00
C 4.21897 2.59331 3.76645 0.004 0.000 -0.001 0.00
C 3.76981 1.68966 2.81534 -0.023 0.004 0.009 0.00
C -0.41551 -3.83502 2.40670 0.088 0.204 -0.172 -0.01
C -0.45074 -3.95252 3.79147 -0.060 -0.050 0.007 0.00
C -1.50009 -4.63187 4.39317 0.021 0.008 0.032 0.00
C -2.51090 -5.17902 3.61516 -0.003 -0.005 -0.019 0.00
C -2.47674 -5.05389 2.23214 0.017 0.008 -0.041 0.00
C -1.42807 -4.38202 1.62310 -0.036 -0.041 0.048 0.01
C 2.26725 -3.99919 1.27766 0.040 0.023 -0.072 0.00
C 2.90796 -4.66134 2.32214 -0.001 -0.007 0.013 0.00
C 4.00562 -5.46398 2.06124 0.045 -0.038 0.050 0.00
C 4.46548 -5.61370 0.75831 -0.071 0.060 -0.024 0.00
C 3.82252 -4.96017 -0.28252 0.054 -0.037 -0.028 0.00
C 2.72483 -4.15127 -0.02780 -0.028 0.019 0.027 0.00
H 2.28820 -1.98292 3.28930 0.022 -0.020 -0.035 0.00
H 0.63184 -1.32827 3.38392 -0.037 -0.016 -0.041 0.00
H 2.09664 -0.15508 -1.05162 0.000 0.001 0.019 0.00
H 3.79705 -0.97526 -2.63767 0.007 -0.004 0.000 0.00
H 5.91158 -1.95276 -1.79165 0.003 0.001 -0.002 0.00
H 6.31571 -2.11122 0.64302 0.002 -0.001 -0.006 0.00
H 4.62883 -1.28247 2.23033 -0.008 0.004 0.002 0.00
H 0.94163 0.62937 4.38490 -0.005 0.013 -0.004 0.00
H 1.75916 2.22685 6.06759 -0.003 0.000 -0.001 0.00
H 3.84934 3.48714 5.67845 0.000 -0.001 0.002 0.00
H 5.12916 3.15127 3.59065 0.000 0.002 0.007 0.00
H 4.32748 1.54523 1.89856 0.008 0.003 0.000 0.00
H 0.30855 -3.48897 4.40907 -0.001 0.002 -0.002 0.00
H -1.53619 -4.71811 5.47128 -0.001 0.001 -0.001 0.00
H -3.33323 -5.70017 4.08834 0.001 0.000 0.007 0.00
H -3.26985 -5.47078 1.62528 -0.007 -0.004 0.015 0.00
H -1.40773 -4.25201 0.54781 0.001 0.002 0.002 -0.01
H 2.55059 -4.56228 3.34162 -0.015 0.010 -0.003 0.00
H 4.50303 -5.97934 2.87277 -0.010 0.007 0.004 0.00
H 5.32289 -6.24269 0.55768 0.003 -0.003 -0.003 0.00
H 4.17765 -5.07398 -1.29871 0.002 -0.002 0.005 0.00
H 2.22374 -3.62557 -0.83102 -0.012 0.007 0.004 0.00
O -2.98030 -1.26201 0.47486 -0.033 -0.019 0.157 -0.02
C -2.92750 -1.19422 1.71652 0.055 -0.120 0.068 -0.05
C -4.08409 -1.29548 2.68444 -0.026 0.011 -0.088 0.01
C -3.40433 -1.05780 4.02963 0.044 0.034 0.007 -0.01
C -1.92525 -0.90234 3.67420 -0.044 -0.203 0.106 0.04
O -1.03399 -0.74724 4.49771 0.002 0.062 -0.022 0.01
N -1.74142 -1.00243 2.32761 0.013 0.105 -0.011 0.03
H -4.53888 -2.28204 2.58803 0.000 -0.004 0.011 0.00
H -4.84397 -0.55798 2.42698 0.004 -0.005 0.000 0.00
H -3.51380 -1.88073 4.73530 0.007 -0.005 -0.010 0.00
H -3.74035 -0.15004 4.53005 -0.010 0.002 0.009 0.00
```
Forces are in eV/Å.



Molecular formula: C5H17N2OPSSc
Method: DFT, ωB97M-V/def2-TZVPD

The frontier orbital gap comes out at 8.9 eV. The value obtained for the strongest force on any atom is 0.0924 Eh/bohr. The calculation puts the energy relative to the best compared isomer or geometry (same formula, charge and spin) at 0.00 kJ/mol. Its total charge is +1.

```
28
Properties=species:S:1:pos:R:3:forces:R:3:nbo_charge:R:1
Sc 0.28476 0.30215 0.51958 1.118 0.130 0.593 0.96
H -1.69930 0.64382 1.07833 -0.626 -1.072 -0.727 0.04
H -1.76688 0.01049 0.60349 -0.467 0.942 0.798 0.05
P -0.17361 -1.80542 -1.07539 0.006 -1.115 -0.307 0.93
C -0.49662 -1.74657 -2.86949 -0.034 0.401 -0.249 -0.96
H -0.54654 -2.77085 -3.27302 0.022 0.409 0.149 0.25
H -1.44561 -1.22932 -3.06330 0.185 -0.184 -0.051 0.24
H 0.30403 -1.18881 -3.37255 -0.177 -0.177 0.034 0.25
C 1.26415 -2.93899 -1.06939 0.224 0.241 0.253 -0.93
H 1.49934 -3.20795 -0.03160 -0.017 0.005 -0.293 0.26
H 1.02738 -3.84084 -1.65734 0.079 0.350 0.229 0.24
H 2.13078 -2.41977 -1.50095 -0.215 -0.206 0.113 0.25
C -1.50305 -2.95389 -0.58483 -0.185 0.045 0.267 -0.95
H -2.47857 -2.47852 -0.73966 0.106 -0.151 0.019 0.24
H -1.44680 -3.87237 -1.18533 -0.047 0.248 0.177 0.24
H -1.39852 -3.19707 0.47767 -0.048 -0.030 -0.178 0.25
C -0.59934 1.13514 -1.48495 -0.941 2.102 -4.158 0.54
O -0.86465 1.61706 -2.50455 0.949 -1.900 3.744 -0.44
H 0.50311 -1.15874 1.56335 -0.173 -0.081 0.174 -0.43
H 1.62886 0.23887 -0.57309 0.302 -0.029 -0.818 -0.35
N 1.83912 3.73591 2.92338 -0.349 -0.017 -0.428 -0.75
C 0.69713 3.60331 2.23494 0.194 0.360 0.705 0.37
N -0.40733 4.11816 2.79247 0.182 -0.185 -0.507 -0.75
S 0.68122 2.87796 0.66841 -0.095 0.177 0.550 -0.25
H 1.89133 4.31793 3.75271 0.053 -0.262 -0.196 0.41
H 2.69691 3.40099 2.50875 -0.112 0.092 0.079 0.44
H -1.26539 4.08445 2.25834 0.187 0.123 0.184 0.43
H -0.35592 4.72286 3.60400 -0.120 -0.214 -0.154 0.41
```
Forces are in eV/Å.



Molecular formula: C3H10NOSi2
Method: DFT, ωB97M-V/def2-TZVPD

As for the SMILES: O=C[SiH2]C[N@@H+]1C[SiH2]1. The frontier orbital gap comes out at 8.9 eV. The value obtained for the strongest force on any atom is 0.0691 Eh/bohr. The calculation puts the energy relative to the best compared isomer or geometry (same formula, charge and spin) at 22.53 kJ/mol. Its total charge is +1.

```
17
Properties=species:S:1:pos:R:3:forces:R:3:nbo_charge:R:1
O 1.89601 -1.42658 0.22619 0.889 0.145 -1.567 -0.54
C 1.27015 -1.95387 1.10014 0.848 0.316 2.906 0.08
Si -0.57336 -1.57373 1.15763 1.230 2.426 1.826 0.99
C -0.37129 0.41177 0.90671 -1.601 -3.052 0.861 -0.57
N 0.06491 0.61471 -0.42631 1.838 0.588 -2.171 -0.67
C 0.22659 1.93862 -1.08588 -1.586 0.635 -0.528 -0.58
Si -0.81150 0.77670 -2.09549 1.368 0.866 1.782 1.21
H 1.85805 -2.18090 2.09870 -0.869 -0.377 -1.491 0.15
H -1.27078 -2.03261 0.07254 -1.446 -1.048 -1.702 -0.16
H -0.97173 -1.63890 2.55809 -0.500 -0.441 0.114 -0.12
H 0.30669 0.68188 1.66504 1.160 0.835 0.641 0.24
H -1.33333 0.82682 1.15563 -0.374 0.498 -0.355 0.24
H 0.94585 0.09835 -0.64275 -0.678 -0.032 0.757 0.47
H -0.28874 2.79899 -0.68118 -0.139 -0.218 0.591 0.27
H 1.19871 2.20600 -1.40612 0.975 -0.050 -0.242 0.26
H -0.00983 -0.06971 -2.84617 0.598 -1.109 -1.391 -0.13
H -2.13639 0.52247 -1.75676 -1.714 0.018 -0.033 -0.12
```
Forces are in eV/Å.



Molecular formula: C4H15N2O
Method: DFT, ωB97M-V/def2-TZVPD

The frontier orbital gap comes out at 10.3 eV. The value obtained for the strongest force on any atom is 0.0875 Eh/bohr. The calculation puts the energy relative to the best compared isomer or geometry (same formula, charge and spin) at 274.80 kJ/mol. Its total charge is +1.

```
22
Properties=species:S:1:pos:R:3:forces:R:3:nbo_charge:R:1
C -1.12623 0.33921 -1.70086 2.749 -1.753 -0.693 -0.26
N -0.47224 -1.01016 -1.73155 0.438 1.195 -0.329 -0.68
C 1.04116 -0.88080 -2.13578 -3.057 -2.424 1.006 -0.41
C -0.26834 1.20258 -0.82568 -2.186 2.873 2.519 -0.22
N -0.22687 0.52987 0.62279 1.326 -1.857 -3.879 -0.57
C -1.06500 1.13108 1.65188 -0.043 0.645 2.438 -0.45
H -2.07212 0.31252 -1.25369 -1.549 -0.433 0.705 0.21
H -1.26011 0.78669 -2.66465 0.135 0.432 -0.735 0.22
H -1.05085 -1.71680 -2.21261 0.865 0.625 0.080 0.40
H 1.38505 -0.20038 -1.38557 1.000 -0.034 0.024 0.16
H 1.25846 -0.55362 -3.13882 -0.154 0.226 -0.355 0.21
H 1.36344 -1.92716 -1.96086 0.508 0.906 -0.210 0.23
H -0.95271 2.09353 -0.61336 1.311 -0.752 -0.409 0.23
H 0.72809 1.61395 -1.05188 -0.561 -0.655 -0.286 0.25
H -0.52825 -0.48196 0.34665 0.346 1.551 0.445 0.47
H 0.80214 0.38767 0.76433 -1.201 0.528 0.897 0.45
H -1.73908 1.95547 1.35064 0.193 -0.933 -0.768 0.25
H -0.43838 1.70840 2.40171 -0.505 -1.328 -0.591 0.26
H -1.63709 0.27276 2.08525 0.412 1.225 0.140 0.24
H 1.57726 -1.59831 3.27224 -0.521 -0.328 -0.286 0.45
H 2.38145 -2.41833 4.29649 -0.098 0.274 -0.191 0.48
O 2.30023 -1.54622 3.88331 0.594 0.017 0.478 -0.93
```
Forces are in eV/Å.



Molecular formula: C19H31BN5PdS2
Method: DFT, ωB97M-V/def2-TZVPD

The frontier orbital gap comes out at 6.9 eV. The value obtained for the strongest force on any atom is 0.0202 Eh/bohr. The calculation puts the energy relative to the best compared isomer or geometry (same formula, charge and spin) at 0.00 kJ/mol. Its total charge is -1.

```
59
Properties=species:S:1:pos:R:3:forces:R:3:nbo_charge:R:1
Pd 0.70539 0.07725 0.77416 0.209 -0.961 -0.342 0.59
B -0.20307 -2.05524 3.45579 -0.107 -0.123 0.064 0.19
N 0.15584 -0.58174 3.75908 0.192 -0.007 -0.131 -0.28
C 0.08915 0.02946 4.94529 -0.177 -0.051 0.120 -0.02
C 0.67704 1.27379 4.84372 0.028 0.110 -0.007 -0.37
C 1.09294 1.33964 3.51497 -0.001 -0.061 0.044 -0.04
N 0.79252 0.20845 2.87985 0.087 0.391 0.006 -0.31
N -1.07423 -2.15984 2.17569 0.178 0.029 -0.031 -0.29
C -2.22263 -2.82026 2.02560 -0.206 -0.187 -0.062 -0.01
C -2.51869 -2.90269 0.67292 0.028 0.023 0.133 -0.38
C -1.45891 -2.22863 0.06482 0.165 -0.047 -0.206 -0.06
N -0.59075 -1.79880 0.97343 -0.267 0.621 0.042 -0.31
H 0.81068 -2.69057 3.29114 0.060 -0.036 -0.015 -0.05
H -0.86675 -2.45580 4.38360 -0.015 -0.055 0.051 -0.07
H -0.37811 -0.46717 5.77761 -0.010 -0.019 0.023 0.21
H 0.77007 2.02476 5.60712 0.009 0.028 0.031 0.22
H 1.57784 2.14016 2.98230 -0.001 0.010 -0.001 0.22
H -2.74355 -3.20579 2.88501 -0.005 -0.013 0.035 0.21
H -3.36222 -3.38175 0.20860 -0.056 -0.012 -0.011 0.21
H -1.24579 -2.04157 -0.97714 -0.060 0.062 0.002 0.22
C -1.43312 0.27770 -4.20130 0.007 -0.056 -0.030 -0.59
C 0.05169 0.39235 -3.84327 0.079 -0.021 0.048 -0.15
C 0.58073 1.75011 -4.32213 -0.004 -0.009 0.017 -0.59
C 0.82841 -0.72867 -4.54822 -0.005 0.006 0.056 -0.59
C 0.23290 0.27751 -2.38279 -0.080 -0.007 -0.177 -0.18
C 0.45025 0.18143 -1.18881 0.135 -0.003 0.367 -0.30
H -1.57491 0.33824 -5.28333 -0.004 0.011 -0.044 0.19
H -1.99867 1.08407 -3.73528 -0.031 0.057 0.015 0.20
H -1.83702 -0.67438 -3.85215 -0.010 -0.004 0.005 0.21
H 0.46026 1.85099 -5.40408 -0.008 0.002 -0.043 0.19
H 1.63736 1.85062 -4.07524 0.020 0.011 0.006 0.21
H 0.04162 2.56045 -3.83127 -0.003 0.029 0.010 0.21
H 0.71551 -0.65418 -5.63311 -0.012 0.015 -0.037 0.19
H 0.46604 -1.70468 -4.22407 -0.003 -0.018 0.006 0.21
H 1.88779 -0.66473 -4.29988 0.016 -0.007 0.001 0.21
S -1.81623 1.94968 1.58536 -0.070 0.115 0.267 -0.11
C -2.90051 1.26430 0.57614 0.090 0.102 -0.210 -0.08
N -2.73267 1.08777 -0.75551 0.194 -0.104 0.108 -0.63
C -3.67500 0.19153 -1.39494 -0.057 -0.073 -0.039 -0.22
C -4.97966 0.31380 -0.61478 -0.043 -0.043 0.057 -0.54
S -4.46799 0.64384 1.09587 0.069 0.033 -0.098 0.28
H -1.75604 1.06410 -1.07801 -0.166 0.060 0.097 0.46
H -3.30646 -0.83567 -1.34740 0.004 -0.056 -0.023 0.20
H -3.80470 0.46989 -2.44125 -0.052 -0.027 0.030 0.20
H -5.55167 -0.61189 -0.65032 -0.021 0.033 -0.035 0.22
H -5.59861 1.13790 -0.97084 0.040 -0.014 -0.034 0.21
C 3.92900 -0.75972 0.90780 -0.074 0.015 0.047 -0.60
C 3.56116 0.65491 1.34883 0.057 0.074 -0.144 -0.26
C 4.77360 1.58138 1.20073 -0.069 -0.059 0.049 -0.60
C 2.38207 1.20723 0.54561 -0.204 0.229 -0.036 -0.56
H 4.77135 -1.14748 1.48636 0.044 -0.018 0.008 0.19
H 4.20863 -0.76541 -0.14916 0.001 0.001 -0.050 0.19
H 3.08100 -1.43603 1.02962 0.019 0.010 0.004 0.23
H 3.29747 0.61874 2.40696 0.013 -0.030 0.043 0.20
H 5.07346 1.64769 0.15212 0.012 0.005 -0.052 0.19
H 5.62933 1.21603 1.77378 0.053 -0.019 0.029 0.19
H 4.54043 2.59077 1.54466 -0.007 0.038 0.006 0.20
H 2.66962 1.23456 -0.50993 -0.040 0.048 0.026 0.19
H 2.15676 2.24158 0.83970 0.054 -0.028 0.005 0.17
```
Forces are in eV/Å.